12 unconnected molecules or ions with the total composition C5H32NO12 at a distorted geometry, computed with ωB97M-V/def2-TZVPD.

```
! wB97M-V def2-TZVPD RIJCOSX def2/J DEFGRID3
* xyz 0 2
O 2.58 -0.22 2.21
C 1.58 -0.16 3.00
C 0.36 0.68 2.65
C -0.92 -0.16 2.77
C -0.99 -1.28 1.80
C -0.94 -2.58 2.07
N -1.20 -0.86 0.41
H 1.64 -0.69 3.93
H 0.49 1.15 1.66
H 0.30 1.53 3.35
H -1.03 -0.55 3.78
H -1.79 0.49 2.67
H -1.02 -3.36 1.32
H -0.75 -2.92 3.08
H -0.86 -1.55 -0.26
H -0.68 0.01 0.13
H -2.22 -0.66 0.28
H 0.39 -2.14 -3.33
H 1.61 -1.37 -2.72
O 0.68 -1.25 -3.09
H -3.60 1.58 -0.52
H -4.61 0.38 -0.52
O -3.74 0.68 -0.19
H 3.84 -1.89 -1.83
H 3.05 -0.73 -1.18
O 2.95 -1.58 -1.68
H 1.89 -3.33 3.70
H 1.25 -3.23 5.09
O 1.21 -2.86 4.21
H 0.53 1.73 -2.10
H 1.51 1.44 -0.87
O 0.63 1.72 -1.12
H -2.38 3.43 -0.83
H -3.66 3.79 -1.67
O -3.13 3.07 -1.34
H 0.39 0.38 -3.73
H 0.34 1.64 -4.61
O 0.07 1.29 -3.74
H -0.30 3.05 -0.50
H -0.33 4.57 -0.25
O -0.83 3.76 -0.10
H -2.64 1.68 -2.33
H -1.52 1.00 -3.15
O -2.34 0.82 -2.65
H 3.81 1.33 -0.19
H 2.88 0.38 0.64
O 3.06 0.73 -0.29
H 1.63 -2.58 -1.17
H 0.96 -3.95 -0.77
O 0.78 -3.06 -1.09
*
```

* E_LUMO (alpha / beta): 0.010 / 0.009 Eh
* expectation value of S²: 0.753
* calculated total energy: -1167.2652 Ha
* energy relative to the best compared isomer or geometry (same formula, charge and spin): 0.0 kcal/mol

10 unconnected molecules or ions with the total composition C5H33N3O9 at a distorted geometry, computed with ωB97M-V/def2-TZVPD.

```
! wB97M-V def2-TZVPD RIJCOSX def2/J DEFGRID3
* xyz 0 1
C 0.60 -1.98 -0.07
N 0.52 -0.76 -0.90
C 1.08 -0.84 -2.24
N 0.15 -1.28 -3.25
C 0.92 -1.60 1.40
C 1.44 -2.79 2.23
N -0.31 -1.03 1.97
C -0.38 -0.75 3.40
H -0.37 -2.49 -0.01
H 1.38 -2.67 -0.38
H 0.82 0.00 -0.31
H 1.99 -1.44 -2.22
H 1.31 0.19 -2.53
H 0.03 -2.28 -3.27
H -0.70 -0.76 -3.39
H 1.64 -0.78 1.39
H 1.53 -3.72 1.67
H 2.49 -2.61 2.47
H 0.86 -2.81 3.14
H -1.17 -1.45 1.62
H -0.49 -1.55 4.14
H -1.30 -0.16 3.47
H 0.45 -0.14 3.73
H 2.04 2.25 -1.13
H 2.82 3.49 -0.63
O 2.70 2.55 -0.49
H -3.73 -1.08 -1.38
H -5.01 -1.60 -0.79
O -4.20 -1.92 -1.19
H -0.42 2.81 -2.02
H 0.49 3.93 -1.97
O 0.37 3.14 -2.52
H 3.02 1.90 2.19
H 2.08 1.07 1.26
O 2.52 1.08 2.11
H -3.73 -1.03 1.95
H -3.41 -2.04 0.72
O -3.17 -1.71 1.59
H 2.41 2.05 -4.19
H 2.31 3.25 -3.23
O 2.86 2.52 -3.49
H -0.06 1.61 1.92
H -1.06 0.71 1.64
O -1.01 1.70 1.73
H -2.21 3.16 -0.66
H -1.03 2.57 0.29
O -1.28 3.00 -0.55
H -1.54 -0.47 -1.45
H -1.96 0.67 -0.55
O -2.30 0.08 -1.23
*
```

* SMILES: CN[C@@H](C)CNCN.O.O.O.O.O.O.O.O.O
* E_LUMO: 0.010 Eh
* calculated total energy: -1051.6951 Ha
* energy relative to the best compared isomer or geometry (same formula, charge and spin): 23.0 kcal/mol

11 unconnected molecules or ions with the total composition C5H33NO11S at a distorted geometry, computed with ωB97M-V/def2-TZVPD.

```
! wB97M-V def2-TZVPD RIJCOSX def2/J DEFGRID3
* xyz 0 1
C 1.29 0.02 0.79
C 0.10 -0.90 0.49
C 0.00 -1.85 1.82
C 0.04 -3.25 1.32
S 0.07 -4.47 2.77
N -1.18 -0.32 0.16
C -1.59 -0.35 -1.22
O -1.41 0.96 -1.84
H 2.13 -0.64 0.90
H 1.52 0.75 0.01
H 1.24 0.52 1.76
H 0.35 -1.66 -0.27
H -0.91 -1.49 2.38
H 0.79 -1.52 2.49
H -0.79 -3.46 0.62
H 1.00 -3.49 0.80
H 0.08 -3.66 3.80
H -1.50 0.42 0.76
H -2.63 -0.67 -1.20
H -0.89 -0.94 -1.80
H -1.63 0.95 -2.79
H -2.47 0.88 4.46
H -2.95 1.46 3.26
O -3.22 0.73 3.84
H -0.41 1.83 5.36
H -0.42 1.86 3.65
O -0.57 1.43 4.51
H 0.72 -1.90 -4.43
H -0.05 -2.97 -3.93
O 0.02 -2.02 -3.76
H -4.09 2.27 0.52
H -5.28 1.41 1.04
O -4.74 1.62 0.27
H 1.29 0.08 -5.43
H 2.09 0.38 -4.14
O 1.91 -0.31 -4.81
H 2.88 -0.65 -2.49
H 3.39 -1.71 -3.55
O 3.50 -1.38 -2.65
H 0.87 0.51 -2.26
H 2.09 1.36 -1.75
O 1.81 0.69 -2.39
H -2.07 3.41 -0.26
H -0.82 2.60 -0.93
O -1.14 3.23 -0.28
H -0.70 2.84 1.46
H -0.08 4.02 2.19
O -0.34 3.10 2.33
H 4.47 -0.21 -1.18
H 3.96 -0.03 0.18
O 4.30 0.51 -0.55
*
```

* SMILES: C[C@@H](CCS)NCO.O.O.O.O.O.O.O.O.O.O
* E_LUMO: -0.003 Eh
* calculated total energy: -1490.8282 Ha
* energy relative to the best compared isomer or geometry (same formula, charge and spin): 50.6 kcal/mol

12 unconnected molecules or ions with the total composition C5H33NO12 at a distorted geometry, computed with ωB97M-V/def2-TZVPD.

```
! wB97M-V def2-TZVPD RIJCOSX def2/J DEFGRID3
* xyz 0 1
C -0.09 0.39 2.10
C 0.22 1.13 0.83
N 0.51 0.34 -0.21
C -0.24 1.01 -2.43
C 1.00 0.80 -1.54
C 2.09 -0.16 -2.02
O 0.26 2.37 0.81
H -1.07 0.67 2.50
H 0.00 -0.69 1.99
H 0.56 0.72 2.91
H 0.46 -0.66 -0.05
H -0.50 2.07 -2.41
H -0.11 0.83 -3.50
H -1.03 0.39 -2.03
H 1.49 1.72 -1.28
H 3.05 0.17 -1.64
H 2.10 -0.12 -3.12
H 1.89 -1.20 -1.78
H -1.54 2.81 1.81
H -2.09 4.12 1.41
O -2.31 3.37 1.97
H 4.39 -0.96 1.55
H 2.95 -1.18 1.34
O 3.80 -1.40 0.92
H -1.85 -2.03 0.27
H -2.58 -0.71 0.75
O -2.66 -1.49 0.19
H -0.30 -3.29 -0.45
H -0.37 -3.99 0.85
O -0.41 -3.10 0.49
H -4.43 0.67 1.27
H -3.52 1.88 1.21
O -3.61 0.98 0.88
H -2.88 -1.86 -1.51
H -2.45 -0.94 -2.66
O -2.71 -1.84 -2.47
H 2.37 -2.76 2.26
H 1.68 -2.21 3.59
O 1.57 -2.38 2.65
H -3.10 1.85 -2.31
H -3.79 0.69 -1.56
O -3.48 0.98 -2.43
H -1.02 -2.57 -2.74
H -1.08 -4.04 -2.46
O -0.45 -3.31 -2.43
H 2.82 3.62 1.15
H 2.20 2.46 0.34
O 3.04 2.92 0.52
H 3.00 1.37 2.10
H 4.41 1.52 1.89
O 3.81 1.02 2.46
*
```

* SMILES: CC(=O)NC(C)C.O.O.O.O.O.O.O.O.O.O.O
* E_LUMO: 0.010 Eh
* calculated total energy: -1167.9873 Ha
* energy relative to the best compared isomer or geometry (same formula, charge and spin): 22.8 kcal/mol